[1]
A molecular structure, C23H55GaN3OP4Se. Source: the OMol25 dataset; level of theory: wB97M-V/def2-TZVPD.

Calculated values
HOMO level ... -15.54 eV
F_max ... 0.0434 Eh/bohr
LUMO level ... -10.47 eV
Kohn-Sham gap ... 5.1 eV
Total charge ... +3
Energy above the lowest of the compared OMol25 structures with the same formula, charge and spin ... 0.0 kJ/mol

Each line ends with the Löwdin charge.
Atoms and positions in Å:
Ga 0.26 0.80 -1.01  0.3910
P 1.99 -0.42 -2.12  0.7551
P 1.58 2.48 0.47  0.7843
P -0.46 2.43 -2.57  0.7370
H -7.28 -2.12 -1.99  0.0735
C -7.06 -1.99 -3.06  -0.0910
C -6.10 -2.72 -3.66  -0.0893
H -5.58 -3.51 -3.12  0.0673
C 2.51 -1.98 -1.33  -0.2224
C 3.58 0.49 -2.20  -0.2041
C 1.48 -0.86 -3.80  -0.2193
C 0.46 3.44 1.57  -0.2197
C 2.72 1.85 1.75  -0.2424
C 2.67 3.68 -0.40  -0.2233
C -1.73 1.66 -3.64  -0.2057
C 0.87 3.07 -3.67  -0.1894
C -1.28 3.87 -1.80  -0.2001
H -7.75 -1.34 -3.61  0.0705
H -5.85 -2.59 -4.72  0.0666
H 1.66 -2.66 -1.18  0.0602
H 2.92 -1.78 -0.34  0.0290
H 3.27 -2.51 -1.93  0.0881
H 3.94 0.75 -1.20  0.0549
H 3.46 1.42 -2.77  0.0464
H 4.34 -0.13 -2.70  0.0895
H 0.59 -1.51 -3.76  0.0727
H 2.28 -1.39 -4.33  0.0856
H 1.21 0.04 -4.37  0.0355
H 1.05 4.16 2.17  0.0837
H -0.05 2.76 2.27  0.0333
H -0.29 3.99 0.99  0.0388
H 3.29 2.68 2.20  0.0832
H 3.42 1.13 1.31  0.0408
H 2.15 1.34 2.55  0.0274
H 3.29 4.22 0.33  0.0791
H 2.07 4.40 -0.97  0.0449
H 3.35 3.14 -1.08  0.0404
H -1.95 2.35 -4.47  0.0826
H -2.65 1.46 -3.07  0.0479
H -1.35 0.70 -4.04  0.0570
H 0.41 3.78 -4.37  0.0868
H 1.34 2.25 -4.25  0.0492
H 1.66 3.59 -3.10  0.0453
H -1.84 4.41 -2.57  0.0839
H -0.54 4.53 -1.33  0.0518
H -1.99 3.52 -1.03  0.0459
C -3.41 0.45 -0.26  -0.5991
C -3.68 -0.58 -1.14  -0.1396
C -4.72 -0.46 -2.05  -0.0828
C -5.59 0.64 -2.05  -0.0298
C -5.31 1.70 -1.17  -0.0414
C -4.21 1.61 -0.30  -0.1232
Se -1.93 0.27 0.96  0.9812
H -2.41 -1.13 1.44  0.0121
H -3.10 -1.50 -1.12  0.1079
H -4.86 -1.29 -2.72  0.0576
H -6.44 0.68 -2.74  0.1242
H -5.96 2.58 -1.18  0.1303
H -3.97 2.43 0.37  0.1032
C -0.05 0.11 3.95  -0.1157
N 1.21 -0.63 3.90  -0.3106
C 1.76 -0.93 5.22  -0.0936
P 1.49 -1.59 2.55  0.5250
O 1.29 -0.85 1.28  -0.3847
N 3.04 -2.12 2.91  -0.3034
C 3.57 -3.25 2.13  -0.0964
C 4.08 -1.10 3.15  -0.0967
N 0.61 -2.99 2.49  -0.3146
C -0.48 -3.16 1.53  -0.0980
C 0.64 -4.02 3.53  -0.0760
H -0.09 0.91 3.19  0.0159
H -0.13 0.56 4.95  0.1049
H -0.92 -0.54 3.80  0.0768
H 2.48 -1.76 5.13  0.0750
H 2.26 -0.03 5.65  0.1047
H 0.96 -1.22 5.92  0.1005
H 4.24 -2.90 1.33  0.0776
H 4.15 -3.89 2.80  0.1041
H 2.75 -3.83 1.69  0.0770
H 3.67 -0.12 3.41  0.0632
H 4.71 -1.47 3.98  0.1056
H 4.73 -0.99 2.26  0.0871
H -0.11 -3.43 0.53  0.0823
H -1.15 -3.96 1.87  0.1024
H -1.06 -2.23 1.46  -0.0221
H 0.92 -4.98 3.05  0.1024
H 1.35 -3.76 4.33  0.0874
H -0.39 -4.13 3.93  0.0969

[2]
C4H9NO2 in the gas phase. Source: the OMol25 dataset; level of theory: wB97M-V/def2-TZVPD.

Calculated values
HOMO level ... -9.63 eV
F_max ... 0.0084 Eh/bohr
LUMO level ... 0.73 eV
Kohn-Sham gap ... 10.4 eV
Energy above the lowest of the compared OMol25 structures with the same formula, charge and spin ... 57.4 kJ/mol
SMILES ... NC(=O)CCCO

Each line ends with the Löwdin charge.
Atoms and positions in Å:
N -1.06 -2.12 -0.58  0.1561
C -1.30 -1.32 0.50  -0.5581
O -1.76 -1.75 1.54  0.0464
C -0.91 0.13 0.29  -0.1217
C 0.56 0.35 0.70  -0.1761
C 1.22 1.48 -0.06  -0.2813
O 1.28 1.09 -1.42  -0.0770
H -1.10 -3.12 -0.42  0.1074
H -0.53 -1.78 -1.37  0.1006
H -1.02 0.40 -0.76  0.1096
H -1.60 0.75 0.87  0.1227
H 0.64 0.52 1.79  0.1246
H 1.13 -0.56 0.46  0.1201
H 0.64 2.41 0.05  0.1213
H 2.23 1.66 0.35  0.1166
H 1.59 1.84 -1.94  0.0887

[3]
A molecular structure, C12H16As2F6NO4S2V. Source: the OMol25 dataset; level of theory: wB97M-V/def2-TZVPD.

Calculated values
HOMO level (spin up / spin down) ... -11.04 / -11.09 eV
F_max ... 0.0603 Eh/bohr
LUMO level (spin up / spin down) ... -4.09 / -4.17 eV
Kohn-Sham gap (spin up / spin down) ... 6.9 / 6.9 eV
Total charge ... +1
⟨S²⟩ ... 3.758
2S+1 ... 4

Each line ends with the Löwdin charge.
Atoms and positions in Å:
V 0.13 0.59 -1.62  0.6782
C 2.88 1.13 0.99  -0.2639
As 1.68 1.99 -0.27  1.1563
C 2.90 3.15 -1.22  -0.2426
C 0.74 3.23 0.92  -0.3530
C 1.57 4.01 1.72  -0.0928
C 1.06 4.98 2.58  -0.0372
C -0.30 5.18 2.66  -0.0452
C -1.15 4.40 1.89  -0.0983
C -0.64 3.43 1.02  -0.3170
As -2.08 2.48 0.21  1.2303
C -2.71 1.26 1.51  -0.1606
C -3.49 3.62 -0.35  -0.1627
H 2.34 0.87 1.90  0.0415
H 3.71 1.79 1.23  0.0372
H 3.27 0.22 0.54  0.0353
H 3.73 2.54 -1.57  0.0460
H 3.27 3.92 -0.54  0.0392
H 2.38 3.61 -2.06  0.0303
H 2.64 3.88 1.68  0.1004
H 1.74 5.57 3.18  0.1213
H -0.71 5.93 3.32  0.1206
H -2.22 4.57 1.97  0.1066
H -1.91 0.57 1.78  0.0575
H -3.55 0.69 1.11  0.0575
H -3.02 1.84 2.38  0.0588
H -3.98 3.16 -1.21  0.0532
H -3.07 4.57 -0.66  0.0618
H -4.18 3.70 0.48  0.0609
F 0.04 3.82 -1.91  -0.1394
C -1.02 3.49 -2.81  -0.2871
F -0.41 2.13 -3.30  -0.2504
F -0.73 4.24 -3.87  0.0238
S -2.64 0.57 -2.50  1.0221
O -1.49 1.48 -1.12  -0.7690
O -3.76 0.19 -1.68  -0.3824
N -1.50 -0.59 -2.72  -0.4364
S -0.96 -1.62 -1.56  0.6424
O -1.61 -1.53 -0.29  -0.2475
O 0.52 -1.43 -1.55  -0.3617
C -1.28 -3.33 -2.23  -0.6965
F -1.04 -4.17 -1.25  0.1896
F -0.49 -3.56 -3.26  0.1892
F -2.54 -3.38 -2.60  0.1840